[1]
The following is a quantum chemistry calculation of an isolated molecule of C5H8 in a non-equilibrium geometry, from the OMol25 dataset.

Atoms and positions in Å:
1 C -0.93 0.16 -1.17
2 C 0.20 -0.13 0.11
3 C -0.92 -0.63 0.73
4 C 1.20 0.81 0.64
5 C 1.51 -0.32 -0.38
6 H -0.34 0.75 -1.85
7 H -1.78 0.78 -0.90
8 H -1.13 -0.80 -1.64
9 H -1.35 -0.04 1.52
10 H -1.18 -1.69 0.81
11 H 1.10 1.88 0.58
12 H 1.57 0.45 1.61
13 H 2.05 -1.21 -0.09

Calculated values
Lowest unoccupied orbital energy: -0.5 eV
Total energy: -195.04614 a.u.
Relative energy (zero: lowest compared OMol25 entry of this formula, charge and spin): 6.691 eV
Kohn-Sham gap: 6.167 eV

---

[2]
The following is a quantum chemistry calculation of a structure of composition C19H35NO2P2W in a non-equilibrium geometry, from the OMol25 dataset.

Atoms and positions in Å:
1 P -0.19 -2.23 -1.63
2 P 0.84 1.67 -1.25
3 C 0.05 -0.75 -2.74
4 C 1.21 0.24 -2.36
5 H -0.93 -0.25 -2.91
6 H 0.28 -1.14 -3.76
7 H 2.08 -0.32 -1.98
8 H 1.54 0.72 -3.31
9 C -0.42 2.39 -2.46
10 H -0.75 3.41 -2.21
11 H -1.30 1.75 -2.63
12 H 0.09 2.45 -3.41
13 C 2.03 3.04 -1.33
14 H 1.83 3.58 -2.28
15 H 3.06 2.67 -1.32
16 H 1.85 3.70 -0.46
17 C -1.16 -3.15 -3.00
18 H -1.26 -4.21 -2.71
19 H -0.68 -3.11 -3.99
20 H -2.16 -2.69 -3.09
21 C 1.33 -3.23 -1.92
22 H 2.23 -2.65 -1.70
23 H 1.38 -3.55 -2.98
24 H 1.32 -4.12 -1.29
25 W 1.85 0.35 0.81
26 C -2.25 2.67 -0.85
27 C -2.82 1.54 -0.52
28 C -2.30 0.08 -0.77
29 C -2.64 -0.82 0.42
30 C -2.35 -2.32 0.35
31 C -1.62 -2.98 -0.59
32 C 0.83 -1.26 0.43
33 C 0.23 1.56 0.41
34 C 2.91 -0.99 2.13
35 H -2.11 3.60 -0.26
36 H -3.83 1.47 -0.06
37 H -1.23 0.03 -1.04
38 H -2.84 -0.33 -1.64
39 H -2.23 -0.46 1.37
40 H -3.74 -0.77 0.52
41 H -2.75 -2.93 1.17
42 H -1.55 -4.06 -0.51
43 H -0.28 -1.17 0.46
44 H 1.10 -2.28 0.71
45 H -0.78 1.13 0.52
46 H 0.29 2.55 0.85
47 H 3.59 -0.46 2.82
48 H 3.53 -1.72 1.60
49 H 2.22 -1.56 2.76
50 O 2.61 2.67 3.12
51 C 1.70 1.97 3.52
52 C 0.87 2.06 4.79
53 C -0.27 1.09 4.57
54 C 0.19 0.21 3.44
55 O -0.18 -0.93 3.17
56 N 1.21 0.90 2.78
57 H 1.49 1.79 5.66
58 H 0.52 3.09 4.88
59 H -0.43 0.47 5.45
60 H -1.20 1.58 4.23

Calculated values
Lowest unoccupied orbital energy (alpha / beta): -8.7 / -8.3 eV
<S²>: 2.22
Total energy: -1698.99657 a.u.
2S+1: 3
Charge: +2
Relative energy (zero: lowest compared OMol25 entry of this formula, charge and spin): 6.706 eV
Kohn-Sham gap (alpha / beta): 5.438 / 6.546 eV

---

[3]
The following is a quantum chemistry calculation of a structure of composition C30H38N2OS4SiTi in a non-equilibrium geometry, from the OMol25 dataset.

Atoms and positions in Å:
1 Ti -0.13 -0.54 0.20
2 S 1.39 2.88 2.09
3 C 1.58 1.76 3.40
4 C 1.55 2.27 4.71
5 C 1.81 1.48 5.81
6 C 2.12 0.14 5.63
7 C 2.13 -0.39 4.36
8 C 1.84 0.38 3.23
9 S 1.93 -0.46 1.68
10 C -0.55 -2.02 2.98
11 C -0.75 -2.83 1.92
12 C -0.55 -4.27 1.97
13 C -1.02 -5.05 0.98
14 C -1.69 -4.46 -0.14
15 C -1.71 -3.09 -0.22
16 C -2.34 -2.50 -1.47
17 S -2.15 -0.70 -1.74
18 C -3.67 -0.14 -0.98
19 C -4.83 -0.52 -1.67
20 C -6.08 -0.20 -1.21
21 C -6.20 0.53 -0.03
22 C -5.06 0.93 0.64
23 C -3.78 0.61 0.20
24 S -2.96 0.93 2.81
25 N -1.21 -2.27 0.71
26 H 1.33 3.33 4.83
27 H 1.78 1.91 6.81
28 H 2.35 -0.48 6.49
29 H 2.36 -1.44 4.21
30 H -0.83 -0.97 2.93
31 H -0.17 -2.40 3.91
32 H -0.05 -4.68 2.84
33 H -0.89 -6.13 1.01
34 H -2.09 -5.07 -0.93
35 H -3.42 -2.69 -1.45
36 H -1.92 -2.98 -2.35
37 H -4.72 -1.07 -2.60
38 H -6.97 -0.51 -1.76
39 H -7.18 0.77 0.37
40 H -5.15 1.48 1.57
41 C 2.37 2.97 -2.87
42 C 2.21 3.07 -1.34
43 C 1.53 4.39 -0.98
44 C 3.58 2.98 -0.65
45 C 1.39 1.95 -0.89
46 N 0.76 1.00 -0.75
47 H 3.01 3.77 -3.22
48 H 1.40 3.06 -3.36
49 H 2.81 2.01 -3.15
50 H 2.12 5.23 -1.36
51 H 1.44 4.48 0.10
52 H 0.53 4.44 -1.41
53 H 4.18 3.86 -0.89
54 H 4.12 2.09 -0.98
55 H 3.43 2.92 0.43
56 C 3.61 -0.61 -1.97
57 Si 1.99 -1.42 -2.58
58 C 1.04 -0.27 -3.77
59 C 2.60 -2.80 -3.77
60 C 0.95 -1.96 -1.16
61 H 3.98 0.17 -2.64
62 H 4.39 -1.36 -1.87
63 H 3.43 -0.17 -0.99
64 H 1.68 0.21 -4.51
65 H 0.52 0.51 -3.21
66 H 0.28 -0.84 -4.31
67 H 3.27 -2.42 -4.55
68 H 1.75 -3.28 -4.27
69 H 3.14 -3.58 -3.23
70 H 1.59 -2.42 -0.39
71 H 0.28 -2.76 -1.51
72 C -2.41 2.64 0.70
73 C -2.58 1.13 1.01
74 O -1.40 0.49 0.71
75 H -3.26 3.19 1.10
76 H -2.32 2.80 -0.38
77 H -1.49 2.97 1.19

Calculated values
Lowest unoccupied orbital energy: 4.2 eV
Total energy: -4082.50340 a.u.
Charge: -2
Relative energy (zero: lowest compared OMol25 entry of this formula, charge and spin): 0.934 eV
Kohn-Sham gap: 5.014 eV

---

[4]
The following is a quantum chemistry calculation of an isolated molecule of C22H22N2O5S2 in a non-equilibrium geometry, from the OMol25 dataset.

Atoms and positions in Å:
1 C -0.99 0.82 -4.19
2 C -2.22 1.72 -4.06
3 N -3.24 1.13 -3.22
4 C -4.07 0.07 -3.74
5 C -5.10 0.53 -4.77
6 S -3.90 2.00 -1.98
7 O -5.33 2.13 -2.12
8 O -3.13 3.20 -1.80
9 C -3.59 0.91 -0.59
10 C -4.62 0.54 0.26
11 C -4.36 -0.30 1.33
12 C -3.07 -0.77 1.54
13 C -2.04 -0.40 0.68
14 C -0.65 -0.90 0.84
15 O 0.22 -0.73 0.03
16 O -0.50 -1.58 1.99
17 C 0.76 -2.07 2.34
18 C 0.84 -3.40 2.72
19 C 2.07 -3.91 3.11
20 C 3.19 -3.11 3.12
21 C 3.10 -1.77 2.74
22 N 4.26 -1.00 2.77
23 C 4.39 0.36 2.60
24 O 3.47 1.12 2.43
25 C 5.78 0.83 2.67
26 C 6.16 2.14 2.52
27 C 7.55 2.33 2.63
28 C 8.22 1.16 2.86
29 S 7.16 -0.18 2.95
30 C 1.87 -1.24 2.34
31 C -2.31 0.45 -0.39
32 H -1.24 -0.10 -4.71
33 H -0.22 1.34 -4.75
34 H -0.59 0.56 -3.21
35 H -2.62 1.95 -5.05
36 H -1.94 2.65 -3.57
37 H -3.42 -0.71 -4.16
38 H -4.59 -0.35 -2.88
39 H -4.60 0.94 -5.65
40 H -5.72 -0.30 -5.08
41 H -5.72 1.30 -4.33
42 H -5.61 0.92 0.06
43 H -5.16 -0.59 1.99
44 H -2.86 -1.43 2.37
45 H -0.05 -4.02 2.71
46 H 2.15 -4.94 3.41
47 H 4.14 -3.51 3.41
48 H 5.10 -1.52 2.96
49 H 5.45 2.93 2.34
50 H 8.04 3.28 2.54
51 H 9.27 1.01 2.98
52 H 1.79 -0.21 2.05
53 H -1.51 0.75 -1.05

Calculated values
Lowest unoccupied orbital energy: 0.2 eV
Total energy: -2133.64872 a.u.
SMILES: CCN(CC)S(=O)(=O)c1cccc(C(=O)Oc2cccc(NC(=O)c3cccs3)c2)c1
Relative energy (zero: lowest compared OMol25 entry of this formula, charge and spin): 0.077 eV
Kohn-Sham gap: 8.838 eV

---

Repeat the fourth record exactly.
The following is a quantum chemistry calculation of an isolated molecule of C22H22N2O5S2 in a non-equilibrium geometry, from the OMol25 dataset.

Atoms and positions in Å:
1 C -0.99 0.82 -4.19
2 C -2.22 1.72 -4.06
3 N -3.24 1.13 -3.22
4 C -4.07 0.07 -3.74
5 C -5.10 0.53 -4.77
6 S -3.90 2.00 -1.98
7 O -5.33 2.13 -2.12
8 O -3.13 3.20 -1.80
9 C -3.59 0.91 -0.59
10 C -4.62 0.54 0.26
11 C -4.36 -0.30 1.33
12 C -3.07 -0.77 1.54
13 C -2.04 -0.40 0.68
14 C -0.65 -0.90 0.84
15 O 0.22 -0.73 0.03
16 O -0.50 -1.58 1.99
17 C 0.76 -2.07 2.34
18 C 0.84 -3.40 2.72
19 C 2.07 -3.91 3.11
20 C 3.19 -3.11 3.12
21 C 3.10 -1.77 2.74
22 N 4.26 -1.00 2.77
23 C 4.39 0.36 2.60
24 O 3.47 1.12 2.43
25 C 5.78 0.83 2.67
26 C 6.16 2.14 2.52
27 C 7.55 2.33 2.63
28 C 8.22 1.16 2.86
29 S 7.16 -0.18 2.95
30 C 1.87 -1.24 2.34
31 C -2.31 0.45 -0.39
32 H -1.24 -0.10 -4.71
33 H -0.22 1.34 -4.75
34 H -0.59 0.56 -3.21
35 H -2.62 1.95 -5.05
36 H -1.94 2.65 -3.57
37 H -3.42 -0.71 -4.16
38 H -4.59 -0.35 -2.88
39 H -4.60 0.94 -5.65
40 H -5.72 -0.30 -5.08
41 H -5.72 1.30 -4.33
42 H -5.61 0.92 0.06
43 H -5.16 -0.59 1.99
44 H -2.86 -1.43 2.37
45 H -0.05 -4.02 2.71
46 H 2.15 -4.94 3.41
47 H 4.14 -3.51 3.41
48 H 5.10 -1.52 2.96
49 H 5.45 2.93 2.34
50 H 8.04 3.28 2.54
51 H 9.27 1.01 2.98
52 H 1.79 -0.21 2.05
53 H -1.51 0.75 -1.05

Calculated values
Lowest unoccupied orbital energy: 0.2 eV
Total energy: -2133.64872 a.u.
SMILES: CCN(CC)S(=O)(=O)c1cccc(C(=O)Oc2cccc(NC(=O)c3cccs3)c2)c1
Relative energy (zero: lowest compared OMol25 entry of this formula, charge and spin): 0.077 eV
Kohn-Sham gap: 8.838 eV

---

Q: Which formula does entry 4 have?
A: C22H22N2O5S2

---

What did the first record say?
The following is a quantum chemistry calculation of an isolated molecule of C5H8 in a non-equilibrium geometry, from the OMol25 dataset.

Atoms and positions in Å:
1 C -0.93 0.16 -1.17
2 C 0.20 -0.13 0.11
3 C -0.92 -0.63 0.73
4 C 1.20 0.81 0.64
5 C 1.51 -0.32 -0.38
6 H -0.34 0.75 -1.85
7 H -1.78 0.78 -0.90
8 H -1.13 -0.80 -1.64
9 H -1.35 -0.04 1.52
10 H -1.18 -1.69 0.81
11 H 1.10 1.88 0.58
12 H 1.57 0.45 1.61
13 H 2.05 -1.21 -0.09

Calculated values
Lowest unoccupied orbital energy: -0.5 eV
Total energy: -195.04614 a.u.
Relative energy (zero: lowest compared OMol25 entry of this formula, charge and spin): 6.691 eV
Kohn-Sham gap: 6.167 eV

---

Q: Number 1 is which compound?
A: C5H8